No. 1
Entry from the Open Molecules 2025 dataset: a molecular structure, C28H59Cl3F3I2N5NaO4 in a non-equilibrium geometry (ωB97M-V/def2-TZVPD).

As for the energy above the lowest of the compared OMol25 structures with the same formula, charge and spin: 1507.02 kJ/mol.

Geometry as ORCA input:
```
! RIJCOSX wB97M-V def2-TZVPD def2/J DEFGRID3
* xyz -1 1
I -3.799 1.168 5.681
I -2.501 -1.102 3.651
Cl -1.487 -1.210 0.108
Cl 1.757 4.701 -3.733
Cl 1.443 -6.901 -0.110
Na -1.858 -1.005 6.273
F 4.311 0.837 2.476
F 2.328 -1.155 3.689
F 1.430 0.953 4.938
O -2.563 2.628 -1.079
O 6.919 -6.449 -2.718
O 6.465 -1.514 3.066
O 4.098 -8.580 1.775
N -0.138 2.678 -3.076
N -1.867 1.210 1.579
N -5.466 -0.359 -1.930
N 1.723 -5.318 1.605
N -0.276 2.209 -0.558
C 4.293 -8.464 0.374
C 2.436 -4.133 0.955
C -4.053 -0.646 -1.379
C 5.446 -7.525 0.087
C -1.555 1.531 -0.901
C 7.948 -5.523 -2.421
C 2.928 1.263 2.911
C 2.239 0.318 3.847
C -2.472 1.948 4.075
C 1.662 2.772 0.942
C -3.674 4.069 -2.930
C 1.549 -3.451 -0.284
C -2.382 5.017 -3.272
C 0.431 2.898 -1.658
C 1.908 -0.895 0.510
C -3.814 0.260 0.005
C -2.991 3.475 3.737
C -6.254 4.000 -1.930
C 2.256 -2.018 -0.688
C -5.177 6.347 -2.479
C -2.697 0.894 2.788
C 0.571 1.577 0.518
C -4.814 4.793 -1.987
C 1.458 0.445 -0.253
C 2.391 2.685 2.363
C -2.190 0.539 0.289
C -3.255 2.552 -2.361
C -0.347 1.070 1.777
H 2.532 2.895 0.133
H 0.466 -3.302 0.161
H 7.528 -4.516 -2.368
H 5.612 -7.428 -0.989
H 5.249 -6.532 0.504
H 2.636 -3.356 1.834
H -0.144 1.845 2.663
H 2.440 0.914 -0.747
H 1.016 3.776 0.918
H 1.126 -1.439 1.184
H -6.900 4.118 -2.927
H -0.063 0.031 2.227
H 3.430 -2.231 -0.691
H 4.503 -9.461 -0.025
H -1.797 4.474 -4.159
H -4.461 1.233 0.035
H -1.515 0.810 -1.853
H 0.738 -5.060 1.865
H -1.671 5.238 -2.367
H -2.690 6.074 -3.715
H -4.233 -0.435 0.880
H 2.935 -0.839 1.116
H -5.351 0.117 -2.873
H 0.811 0.104 -1.198
H -4.302 1.991 -2.242
H 2.186 -5.544 2.529
H -5.500 6.247 -3.621
H 3.903 -7.691 2.119
H 0.230 3.522 -3.603
H 0.313 4.074 -1.484
H -6.186 2.881 -1.596
H 6.365 -7.890 0.556
H 2.000 -1.630 -1.760
H -1.997 2.258 1.428
H -4.286 7.093 -2.336
H -4.033 -1.791 -1.112
H -3.870 1.039 2.607
H -5.893 -1.305 -2.053
H -6.897 4.556 -1.093
H 6.545 -6.195 -3.578
H 1.469 -4.218 -1.169
H 5.987 -0.707 3.123
H -2.231 3.949 2.967
H 8.391 -5.782 -1.456
H 3.317 3.439 2.358
H -4.107 3.507 3.336
H -4.211 3.849 -3.973
H 1.656 3.132 3.192
H 8.716 -5.570 -3.197
H -3.315 -0.366 -2.243
H -4.383 4.894 -0.894
H -1.375 1.892 4.481
H 0.252 1.800 -3.486
H -6.159 6.729 -1.921
H 3.487 -4.515 0.611
H -2.686 2.021 -3.230
H 1.574 2.716 -1.804
H 3.367 -8.099 -0.081
H -2.886 4.096 4.747
*
```

***

No. 2
Entry from the Open Molecules 2025 dataset: 4 unconnected molecules or ions with the total composition C28H59N4O3 in a non-equilibrium geometry (ωB97M-V/def2-TZVPD).

Geometry as ORCA input:
```
! RIJCOSX wB97M-V def2-TZVPD def2/J DEFGRID3
* xyz 1 1
O 2.468 1.924 5.725
O 0.311 2.614 5.131
O -1.369 -1.022 8.642
N -4.802 -0.879 4.664
N -3.181 0.032 7.186
N -2.679 0.021 5.879
N -2.611 -1.945 4.439
C -3.393 -0.952 4.996
C -2.604 -2.624 -4.041
C -0.854 -3.997 -8.310
C 0.119 1.069 -1.546
C 5.040 2.675 -0.782
C -3.057 0.626 0.441
C 0.745 0.018 -2.451
C -2.290 -0.482 -0.268
C 4.856 1.596 -3.126
C -5.426 0.453 4.961
C 7.372 1.581 -3.535
C -2.062 2.546 5.939
C -0.641 -2.357 -5.644
C -1.968 -3.144 -7.720
C 1.456 0.401 4.065
C 3.988 1.797 -0.119
C -1.453 -1.970 -6.885
C 1.431 1.694 5.015
C -0.523 2.154 6.266
C 4.803 2.873 -2.281
C -1.363 -3.264 -4.647
C 1.414 -0.991 4.935
C -2.351 -0.537 8.036
C -2.882 1.361 5.194
C 0.037 0.635 -0.081
C -0.835 -0.596 0.190
C -4.423 1.709 4.893
C 6.162 0.805 -3.033
H -2.428 -2.854 4.888
H 0.288 -2.848 -5.955
H -2.792 -1.435 -0.067
H -0.195 -3.396 -8.943
H -4.462 2.155 3.823
H 0.153 -0.901 -2.474
H 2.988 2.222 -0.249
H -1.632 -4.214 -5.118
H 3.990 0.784 -0.529
H 6.338 0.473 -2.006
H -4.098 0.638 0.104
H -0.337 -1.437 -5.131
H -2.350 -1.693 -3.526
H -4.752 2.564 5.604
H -3.358 -2.405 -4.800
H 4.186 1.720 0.955
H -2.001 3.419 5.170
H 0.888 -1.812 4.307
H -2.638 -3.773 -7.127
H 4.680 1.868 -4.173
H -3.056 0.470 1.525
H 4.027 0.938 -2.844
H -0.829 -1.330 -7.519
H 7.236 1.886 -4.576
H 7.556 2.475 -2.934
H 2.457 0.385 3.476
H -2.306 -1.353 -6.584
H -2.571 -2.744 -8.543
H -6.228 0.632 4.135
H -0.329 1.479 0.515
H 6.059 -0.104 -3.636
H -0.668 -3.510 -3.836
H 0.723 1.981 -1.603
H 2.484 -1.327 5.189
H -4.999 -1.136 3.682
H -2.341 -0.331 -1.349
H 0.626 0.422 3.254
H 3.823 3.342 -2.426
H -5.997 0.479 5.963
H -0.145 2.635 7.238
H -2.367 1.239 4.154
H 1.050 0.427 0.284
H -2.099 -1.767 3.547
H -1.277 -4.796 -8.926
H -0.249 -4.467 -7.531
H 8.268 0.957 -3.481
H 5.538 3.592 -2.660
H -3.058 -3.301 -3.310
H 0.808 -0.806 5.904
H -0.817 -0.801 1.269
H 6.034 2.257 -0.603
H 1.756 -0.232 -2.117
H -0.336 1.024 6.349
H -0.385 -1.473 -0.288
H 5.029 3.658 -0.297
H -2.629 2.960 6.864
H -2.631 1.610 0.233
H -0.874 1.335 -1.923
H 0.811 0.394 -3.475
*
```

***

No. 3
Entry from the Open Molecules 2025 dataset: 7 unconnected molecules or ions with the total composition C28H60BF3N9O10S in a non-equilibrium geometry (ωB97M-V/def2-TZVPD).

As for the energy above the lowest of the compared OMol25 structures with the same formula, charge and spin: 105.63 kJ/mol.

Geometry as ORCA input:
```
! RIJCOSX wB97M-V def2-TZVPD def2/J DEFGRID3
* xyz -1 1
S 4.209 6.416 -0.335
F 2.970 4.343 -5.500
F 4.819 4.838 -4.609
F 4.139 2.839 -4.511
O 2.597 5.729 -3.267
O 0.825 4.461 -2.394
O -3.281 -2.166 -0.743
O 2.535 9.282 3.109
O 1.046 -7.291 4.087
O -3.384 -9.053 6.013
O 2.650 10.119 -4.708
O -1.760 1.514 -1.568
O 1.945 2.699 -1.670
O -0.915 -2.470 2.808
N -0.266 7.354 -4.573
N -4.643 -10.205 4.558
N 0.928 -0.714 -1.256
N 4.817 10.301 -5.235
N 0.559 -9.208 3.038
N 1.362 8.192 1.537
N -3.789 -4.112 -1.729
N 1.181 -2.984 2.222
N 4.109 4.238 -2.097
C -3.911 -3.208 -0.717
C -4.484 -9.481 5.698
C -0.295 -0.389 -1.984
C -1.456 0.180 -1.131
C -0.102 -4.614 3.522
C 6.162 9.834 -5.498
C -0.418 -8.789 5.249
C 3.718 4.100 -4.457
C 2.375 -3.803 2.144
C 3.714 9.560 -4.898
C 0.130 5.942 -4.293
C 0.452 -8.357 4.098
C 0.175 7.771 0.810
C -5.709 -9.232 6.541
C -4.448 -5.394 -1.874
C 3.901 8.067 -4.780
C 3.032 4.448 -3.103
C 0.165 9.608 3.133
C 1.451 9.022 2.602
C -1.267 0.093 0.384
C -5.859 -10.789 4.023
C 2.242 1.343 -2.026
C 1.748 0.432 -0.875
C -0.065 -10.504 2.864
C -4.842 -3.550 0.420
C 1.792 3.526 -2.780
C 4.239 5.213 -1.386
C 0.003 -3.276 2.834
B 1.125 5.790 -2.989
H 4.234 7.657 -5.736
H 0.913 6.733 -2.240
H -5.034 -5.402 -2.795
H 1.190 -2.079 1.774
H -4.515 -4.463 0.919
H -5.736 -11.870 3.934
H -2.255 0.207 0.836
H -6.055 -10.378 3.032
H -0.694 0.953 0.741
H -6.709 -10.583 4.665
H -0.722 8.217 1.228
H -0.407 -8.015 6.010
H 0.088 6.685 0.855
H -3.697 -6.186 -1.933
H -5.423 -8.644 7.407
H 3.214 -3.268 2.595
H -0.507 8.816 3.466
H -0.659 -1.332 -2.409
H 0.041 -5.421 2.807
H -1.443 -8.932 4.923
H -0.800 -0.845 0.668
H 1.275 1.061 -0.123
H 3.339 1.282 -2.069
H 1.401 3.072 -3.703
H 6.456 10.114 -6.513
H 6.227 8.756 -5.397
H 6.857 10.299 -4.794
H -0.693 -10.491 1.971
H 0.706 -11.267 2.735
H 4.632 11.289 -5.297
H 0.397 10.248 3.980
H 0.561 5.498 -5.204
H -0.155 0.290 -2.837
H -2.345 -0.413 -1.365
H -6.457 -8.675 5.974
H 2.645 0.018 -0.398
H -3.151 -3.818 -2.451
H -1.036 7.338 -5.234
H 1.153 -8.861 2.302
H -2.687 1.528 -1.783
H 2.612 -4.000 1.096
H 0.639 -4.697 4.314
H -0.675 -10.763 3.723
H 4.633 7.837 -4.004
H 2.962 7.599 -4.515
H 2.247 7.831 1.224
H -0.787 5.367 -4.075
H -3.787 -10.334 4.042
H 0.267 8.065 -0.236
H -6.136 -10.175 6.884
H -0.666 7.729 -3.722
H -0.037 -9.714 5.686
H -4.824 -2.737 1.139
H -5.863 -3.674 0.055
H 1.841 1.080 -3.007
H -0.327 10.208 2.366
H 2.238 -4.748 2.661
H 1.484 -1.356 -1.800
H -5.106 -5.595 -1.036
H -1.092 -4.708 3.961
*
```

***

No. 4
Entry from the Open Molecules 2025 dataset: 6 unconnected molecules or ions with the total composition C28H60BrClF5O22P6 in a non-equilibrium geometry (ωB97M-V/def2-TZVPD).

As for the energy above the lowest of the compared OMol25 structures with the same formula, charge and spin: 2522.36 kJ/mol.

Geometry as ORCA input:
```
! RIJCOSX wB97M-V def2-TZVPD def2/J DEFGRID3
* xyz -1 1
Br -1.685 -3.705 4.982
Cl 0.684 1.596 2.920
P -0.532 0.044 5.321
P 5.687 10.178 -3.204
P -1.116 -3.603 -1.546
P -3.169 -8.113 3.781
P 1.329 -3.901 -8.079
P 3.729 5.510 1.039
F -7.552 -1.541 5.328
F -2.595 -0.448 7.065
F -8.438 -0.251 3.470
F -8.428 0.726 5.747
F -1.974 1.857 6.930
O -0.531 -1.526 6.139
O 4.825 4.172 0.983
O 3.106 5.070 -0.428
O -0.941 -2.119 -1.210
O 2.633 6.847 1.094
O 0.233 -2.564 -8.023
O -2.700 -3.902 -1.911
O -1.427 -3.947 0.121
O -1.156 -0.533 3.785
O 4.186 10.765 -2.574
O -3.428 -6.499 4.348
O -0.804 -3.258 -3.212
O -2.910 -9.726 3.214
O 0.706 -4.341 -9.546
O 7.187 9.591 -3.834
O 4.929 9.780 -4.618
O 5.623 8.990 -2.239
O -1.676 -7.980 4.097
O -3.962 -8.699 5.107
O 2.425 -5.239 -8.135
O 2.939 4.821 2.155
O 0.539 -4.590 -6.962
C 3.642 11.882 -3.249
C -0.245 -1.700 3.564
C -3.321 -9.613 5.980
C -4.780 -6.090 4.416
C -7.711 -0.158 4.790
C -0.077 -2.451 5.048
C 3.365 -5.259 -9.191
C -0.977 -4.347 -4.098
C 1.348 2.339 5.598
C 5.765 4.152 -0.074
C 2.563 3.775 -0.617
C -3.733 -3.178 -1.266
C 2.821 7.826 0.091
C -2.179 0.623 6.084
C 4.969 8.449 -5.102
C -4.677 2.067 2.688
C -1.868 -5.253 0.439
C 7.704 10.238 -4.980
C -4.873 0.219 5.412
C -4.058 -10.499 2.919
C 1.851 3.785 4.935
C 0.163 -5.636 -9.734
C -3.350 1.808 3.669
C 0.421 -1.585 -9.026
C 0.066 1.784 4.679
C -6.206 0.479 4.439
C -6.139 1.421 3.076
C -3.397 0.903 5.033
H 0.955 -3.019 5.235
H 1.508 3.870 -0.884
H 2.439 4.429 5.718
H -3.934 -10.515 6.043
H -2.317 -9.888 5.646
H 0.888 2.535 6.680
H -4.811 -5.007 4.552
H -3.257 -9.167 6.975
H -7.055 1.658 2.378
H -4.639 2.745 1.714
H 7.736 9.516 -5.802
H -4.300 -2.625 -2.019
H 5.568 7.784 -4.473
H -4.404 -3.892 -0.782
H 0.961 4.410 4.476
H 3.878 8.091 0.012
H -0.752 -2.356 2.738
H -5.056 -0.459 6.351
H -5.302 -6.351 3.492
H 6.769 4.062 0.346
H 0.250 -6.268 -8.846
H 3.089 3.298 -1.447
H 2.454 7.457 -0.870
H 5.392 8.462 -6.110
H 2.650 3.142 0.271
H 3.949 8.063 -5.159
H 3.216 11.573 -4.208
H 4.369 -5.349 -8.771
H -0.533 -4.088 -5.062
H -0.153 -0.694 -8.758
H -0.766 2.615 4.796
H 5.710 5.054 -0.688
H -4.979 -9.921 3.029
H 2.205 1.533 5.627
H -1.203 -5.679 1.193
H -0.484 -5.239 -3.705
H 7.094 11.096 -5.276
H -2.876 -5.188 0.858
H -3.357 -2.477 -0.516
H 2.247 8.717 0.360
H 8.721 10.574 -4.770
H -2.042 -4.545 -4.250
H 0.817 -0.363 4.945
H 0.048 0.496 6.567
H 0.802 -1.445 3.050
H -5.274 -6.560 5.270
H 5.567 3.276 -0.698
H 4.411 12.642 -3.409
H 3.310 -4.357 -9.806
H 1.478 -1.320 -9.105
H 3.167 -6.135 -9.816
H 2.625 3.487 4.085
H -2.350 2.313 3.332
H -0.892 -5.541 -10.001
H 0.054 -1.954 -9.988
H 0.689 -6.113 -10.564
H 2.842 12.305 -2.637
H -4.084 -11.356 3.599
H -1.882 -5.905 -0.439
H -3.984 -10.868 1.894
*
```

***

| no. | HOMO-LUMO gap (eV) | DFT total energy (eV) | E_HOMO (eV) |
| --- | --- | --- | --- |
| 1 | 1.65 | -111949.1571 | -3.1 |
| 2 | 6.42 | -42083.5695 | -12.3 |
| 3 | 5.67 | -83563.1144 | -4.6 |
| 4 | 2.77 | -226913.4517 | -4.8 |